[1]
Here is a gas-phase ion, C5H11N2O3 (charge -1) at a distorted geometry from the Open Molecules 2025 dataset. Energies are from wB97M-V/def2-TZVPD.

Element x y z (Å)
C  1.041  -2.425  -1.271
C  0.802  -1.267  -0.290
C  -0.081  -0.130  -0.637
C  0.103  1.092  0.293
O  0.256  0.781  1.646
C  0.327  2.047  2.318
N  -1.444  -0.619  -0.357
N  -2.323  0.017  -1.010
O  -2.107  0.990  -1.784
O  -3.493  -0.364  -0.787
H  -0.049  -2.872  -1.450
H  1.323  -2.090  -2.204
H  1.598  -3.300  -0.907
H  1.949  -0.944  -0.092
H  0.554  -1.729  0.581
H  0.125  0.106  -1.666
H  -0.638  1.893  0.202
H  0.999  1.695  0.010
H  0.914  1.877  3.099
H  -0.635  2.373  2.542
H  0.779  2.871  1.765

Output
- F_max (eV Å⁻¹) = 5.83
- E_tot (eV) = -14482.217
- relative energy (zero: lowest compared OMol25 entry of this formula, charge and spin) (kJ/mol) = 0.0
- LUMO level (eV) = 3.53
- frontier orbital gap (eV) = 7.5
- E_HOMO (eV) = -4.0
- SMILES = CC[C@H](COC)N=[N+]([O-])[O-]
- charge = -1
- 2S+1 = 1

---

[2]
Here is a gas-phase ion, C5H11N2OS (charge +1) at a distorted geometry from the Open Molecules 2025 dataset. Energies are from wB97M-V/def2-TZVPD.

Element x y z (Å)
C  -1.908  -0.718  -0.566
C  0.418  0.000  -0.182
C  -3.313  -0.847  -0.007
C  3.419  -1.041  0.572
C  -0.339  2.696  0.104
N  -0.849  -0.308  -0.012
N  1.378  -0.884  -0.420
O  2.676  -0.370  -0.467
S  1.087  1.606  -0.131
H  -1.985  -0.919  -1.697
H  -3.951  -1.270  -0.815
H  -3.566  0.124  0.208
H  -3.289  -1.561  0.887
H  4.369  -0.745  0.229
H  3.302  -2.065  0.684
H  3.054  -0.466  1.399
H  0.037  3.572  0.411
H  -0.954  2.170  0.721
H  -0.814  2.821  -0.959
H  1.227  -1.793  0.039

Output
- F_max (eV Å⁻¹) = 6.15
- E_tot (eV) = -21215.886
- relative energy (zero: lowest compared OMol25 entry of this formula, charge and spin) (kJ/mol) = 379.3
- LUMO level (eV) = -4.01
- frontier orbital gap (eV) = 9.6
- E_HOMO (eV) = -13.6
- charge = +1
- 2S+1 = 1

---

Q: Which of these has the lowest E_HOMO?
A: C5H11N2OS